# C3H3Cl2N

C3H3Cl2N in the gas phase in a non-equilibrium geometry (the ωB97M-V functional and the def2-TZVPD basis, the Open Molecules 2025 dataset).

```
! wB97M-V def2-TZVPD RIJCOSX def2/J DEFGRID3
* xyz 0 1
H 2.46779 0.61817 0.31384
N 1.47593 0.43833 0.11318
C 0.36539 0.60860 0.56062
Cl 0.44044 1.45802 2.44630
C -0.79151 0.01746 -0.12764
C -0.58763 -1.04339 -0.88649
Cl -2.30861 0.78485 0.15373
H 0.31047 -1.38345 -1.16451
H -1.37228 -1.49858 -1.40904
*
```

Values from the calculation:
HOMO level = -9.983 eV
energy = -1091.17479 hartree
energy above the lowest of the compared OMol25 structures with the same formula, charge and spin = 178.9 kJ/mol
SMILES = [H]/N=C(\Cl)C(=C)Cl